# C46H35BrN3NdO3P2S2

C46H35BrN3NdO3P2S2 as an isolated structure (the ωB97M-V functional and the def2-TZVPD basis, the OMol25 dataset).

Summary:
Highest occupied orbital energy (spin up / spin down) (eV): -2.10 / -2.11
Calculated total energy (Eh): -6778.57970
Gap between HOMO and LUMO (spin up / spin down) (hartree): 0.2199 / 0.2204
Charge: -2
⟨S²⟩: 3.75
Relative energy (zero: lowest compared OMol25 entry of this formula, charge and spin) (kJ/mol): 4.0
Spin multiplicity: 4

Last column: Löwdin charge in e.
Geometry (Å):
Nd  -1.03993  1.44147  0.62125  1.43
Br  -6.81715  -2.90019  0.99562  0.62
S  1.39908  2.36734  1.78141  0.52
S  -1.77523  2.54161  3.18311  0.49
P  2.29967  -2.11745  1.36348  1.06
P  0.87870  -0.92308  -1.19546  1.07
O  -4.84892  1.94041  -1.82090  0.07
O  -1.21471  3.90651  0.04952  -0.08
O  0.02976  1.45203  -1.26126  -0.46
N  2.93419  4.26689  4.50752  0.12
N  -2.91464  2.59722  -0.70252  0.06
N  -0.57802  4.39550  6.11774  0.12
C  -2.79570  -0.37196  0.80052  -0.29
C  3.20376  -0.74367  0.48769  -0.38
C  2.49398  -0.12364  -0.74661  -0.38
C  -1.11184  0.16875  -2.95290  -0.13
C  0.60290  -3.59206  -1.92561  -0.10
C  2.03690  3.78014  3.97074  -0.32
C  0.97575  -4.86864  -2.31739  -0.10
C  -4.67841  6.26807  -2.97366  -0.09
C  -0.44319  3.88654  5.09211  -0.32
C  0.42815  -0.48579  -5.30872  -0.11
C  -1.70319  0.11050  -4.28813  -0.05
C  1.04159  -0.64963  -4.12287  -0.08
C  1.99592  -0.41042  3.63057  -0.13
C  3.66149  -2.90948  2.33668  -0.35
C  0.43447  -0.23097  -2.86840  -0.35
C  -4.05809  4.22355  -1.94513  -0.09
C  -2.24975  3.77054  -0.60507  -0.49
C  2.31397  -5.16185  -2.55076  -0.11
C  -0.96970  -0.09477  -5.39433  -0.11
C  -3.88041  -0.01846  1.62293  -0.18
C  0.94118  3.15977  3.26572  -0.78
C  1.40088  -1.29134  2.72791  -0.42
C  -4.02945  2.77020  -1.49574  -0.43
C  2.87885  -2.88030  -2.01524  -0.12
C  1.54451  -2.57327  -1.75898  -0.40
C  0.21755  2.33917  -3.53039  0.02
C  0.06788  -1.65014  2.90846  -0.13
C  4.25927  -4.33624  4.21098  -0.10
C  3.32674  -3.57791  3.52207  -0.10
C  -4.94129  4.91733  -2.74100  -0.02
C  5.56002  -4.45603  3.73378  -0.12
C  -0.30221  3.22058  3.81806  -0.79
C  -2.95177  4.83952  -1.39438  -0.08
C  -4.17468  -2.29202  0.08197  -0.16
C  -0.06766  -0.24901  4.85404  -0.09
C  -5.19523  -1.87724  0.91606  -0.70
C  -5.06669  -0.74552  1.70080  -0.15
C  5.91087  -3.80034  2.56507  -0.11
C  1.26920  0.10085  4.69167  -0.09
C  -0.66874  -1.12848  3.96746  -0.09
C  3.26266  -4.15961  -2.40471  -0.10
C  -3.56111  6.88658  -2.41735  -0.09
C  -3.00395  -1.53538  0.04653  -0.17
C  -2.67498  6.17154  -1.61163  -0.01
C  4.97155  -3.04135  1.87368  -0.10
C  -0.08154  1.19637  -2.59452  -0.56
H  -5.80797  4.42578  -3.16702  0.11
H  6.28813  -5.05513  4.26790  0.09
H  2.32022  -3.48490  3.91345  0.10
H  -0.70165  2.77094  -3.93486  0.09
H  -1.80394  6.63971  -1.16820  0.12
H  -5.35192  6.84604  -3.59522  0.09
H  -0.64428  0.18960  5.66008  0.11
H  1.73347  0.80214  5.37558  0.11
H  0.74375  3.10348  -2.95869  0.09
H  -5.86964  -0.43213  2.35624  0.09
H  3.96978  -4.83894  5.12682  0.10
H  -2.78226  0.20264  -4.35021  0.11
H  -4.28806  -3.18083  -0.52730  0.08
H  2.61482  -6.16166  -2.84047  0.09
H  0.93761  -0.77609  -6.22076  0.09
H  -1.71276  -1.39441  4.08413  0.10
H  -0.39820  -2.32865  2.20151  0.09
H  -0.44431  -3.37158  -1.73844  0.10
H  3.41989  0.04437  1.20907  0.06
H  4.14667  -1.17446  0.15853  0.04
H  6.92260  -3.87885  2.18308  0.09
H  -3.81196  0.85978  2.26216  0.04
H  4.30907  -4.37142  -2.59414  0.09
H  0.84275  2.02173  -4.36809  0.07
H  0.22407  -5.64159  -2.43150  0.10
H  2.01297  -1.12912  -4.08446  0.10
H  5.28234  -2.54265  0.96446  0.08
H  -1.44844  -0.10248  -6.36667  0.09
H  2.26640  0.91766  -0.54644  0.03
H  -1.75320  -0.13437  -2.13138  0.11
H  3.03310  -0.12402  3.50795  0.11
H  -3.38102  7.93713  -2.61337  0.09
H  3.15610  -0.14233  -1.61355  0.07
H  3.64383  -2.11927  -1.91428  0.09
H  -2.21123  -1.89889  -0.60739  0.05

# C4H12OS

A 2-piece molecular cluster, C4H12OS overall in a non-equilibrium geometry (the ωB97M-V functional and the def2-TZVPD basis, the OMol25 dataset).

Summary:
Highest occupied orbital energy (eV): -8.51
Calculated total energy (Eh): -632.98425
Gap between HOMO and LUMO (hartree): 0.3435
Relative energy (zero: lowest compared OMol25 entry of this formula, charge and spin) (kJ/mol): 112.5

Last column: Löwdin charge in e.
Geometry (Å):
S  2.75105  -0.88421  -1.03441  0.71
O  -1.56477  0.43855  -0.49071  -0.11
C  1.70021  -2.09798  -1.89630  -0.43
C  -2.07044  1.35786  1.63165  -0.08
C  1.83418  -0.63929  0.56262  -0.40
C  -1.76931  1.68829  0.18885  -0.31
H  -1.11961  1.14079  2.10529  0.07
H  1.58456  -2.97048  -1.25583  0.03
H  2.18229  -2.33522  -2.84014  0.03
H  0.85936  -1.07704  0.71811  0.04
H  -2.57399  2.18289  -0.33540  0.10
H  -2.46724  2.23470  2.14651  0.07
H  1.75611  0.44641  0.62314  0.01
H  -0.88529  2.29123  -0.03056  0.11
H  0.73011  -1.66028  -2.03628  0.01
H  -2.81493  0.57284  1.66077  0.08
H  2.60604  -0.98525  1.24265  0.01
H  -0.73832  0.29617  -0.95996  0.06

# C4H5NO2

A 2-piece molecular cluster, C4H5NO2 overall in a non-equilibrium geometry (the ωB97M-V functional and the def2-TZVPD basis, the OMol25 dataset).

Summary:
Highest occupied orbital energy (eV): -8.93
Calculated total energy (Eh): -360.54315
Gap between HOMO and LUMO (hartree): 0.3311
Relative energy (zero: lowest compared OMol25 entry of this formula, charge and spin) (kJ/mol): 331.5

Last column: Löwdin charge in e.
Geometry (Å):
O  2.75081  1.43681  -0.16491  0.12
O  -0.18499  -1.66509  0.24511  0.02
N  -1.94874  0.34194  0.09177  0.02
C  2.01350  -0.85002  -0.31720  0.00
C  2.35981  0.33170  -0.17704  -0.29
C  -1.54901  1.53310  0.24410  -0.07
C  1.13386  -1.82791  0.01754  -0.14
H  1.31956  -2.84662  -0.08417  0.09
H  -0.45194  -0.77982  -0.10690  0.06
H  -2.05352  2.41722  -0.02676  0.05
H  -2.91751  0.25285  -0.22527  0.07
H  -0.47183  1.65585  0.50373  0.08

# C3H9NO2

A 2-piece molecular cluster, C3H9NO2 overall in a non-equilibrium geometry (the ωB97M-V functional and the def2-TZVPD basis, the OMol25 dataset).

Summary:
Highest occupied orbital energy (spin up / spin down) (eV): -13.69 / -13.69
Calculated total energy (Eh): -324.57616
Gap between HOMO and LUMO (spin up / spin down) (hartree): 0.3475 / 0.1394
Charge: +1
⟨S²⟩: 0.75
Relative energy (zero: lowest compared OMol25 entry of this formula, charge and spin) (kJ/mol): 129.7
Spin multiplicity: 2

Last column: Löwdin charge in e.
Geometry (Å):
O  -1.01952  1.91732  -0.49659  0.10
O  -0.55621  0.13841  -1.80172  0.09
N  2.23444  -1.42994  0.86899  0.29
C  -2.83884  0.55187  -1.28011  0.02
C  1.90293  -0.32158  1.75782  0.00
C  -1.39775  0.97294  -1.12915  -0.57
H  -3.05671  -0.18748  -0.50473  0.10
H  1.55144  -0.76899  2.68464  0.11
H  -3.16884  0.16521  -2.23733  0.09
H  2.79093  -2.23081  1.19476  0.17
H  0.31833  0.23512  -1.48431  0.07
H  -3.31813  1.49168  -0.99535  0.10
H  2.71844  0.34605  2.03083  0.14
H  2.80934  -1.01432  0.12947  0.16
H  1.03016  0.13449  1.26276  0.12

- The lowest relative energy (zero: lowest compared OMol25 entry of this formula, charge and spin) belongs to which entry?
  C46H35BrN3NdO3P2S2